(1)
The following is a quantum chemistry calculation of the molecule C2H3N3O in a non-equilibrium geometry, from the OMol25 dataset.

Element x y z (Å)
C1 -0.8300 -0.0687 -0.0905
C2 1.2067 0.8044 -0.0131
H1 -2.4253 0.8400 0.3660
H2 2.0790 1.5446 -0.1241
H3 2.3863 -1.0647 0.3894
N1 -2.0686 -0.1757 0.0624
N2 -0.0840 1.1548 -0.0235
N3 1.4147 -0.5798 0.0854
O1 0.1082 -1.0661 -0.1100

Computed properties:
Kohn-Sham gap = 0.3380 hartree
relative energy (zero: lowest compared OMol25 entry of this formula, charge and spin) = 348.2 kJ/mol
structure (SMILES) = [H]/N=c1\nc[nH]o1
E_LUMO = 0.27 eV


(2)
The following is a quantum chemistry calculation of a cluster of 2 separate species, C2H3N3O in total in a non-equilibrium geometry, from the OMol25 dataset.

Element x y z (Å)
O1 1.1011 -0.5963 1.5249
C1 0.5156 -0.2268 0.3675
N1 0.5278 0.9158 -0.2717
C2 -0.5208 0.7480 -1.1573
N2 -1.1603 -0.3879 -1.0777
N3 -0.5344 -1.0778 -0.0532
H1 2.0588 -0.5970 1.4986
H2 -0.8424 1.4945 -1.8842
H3 -1.1455 -0.2725 1.0531

Computed properties:
Kohn-Sham gap = 0.3486 hartree
relative energy (zero: lowest compared OMol25 entry of this formula, charge and spin) = 364.9 kJ/mol
E_LUMO = -0.92 eV


(3)
The following is a quantum chemistry calculation of a structure of composition C2H3N3O in a non-equilibrium geometry, from the OMol25 dataset.

Element x y z (Å)
N1 -1.4158 0.0579 0.2432
C1 -0.2838 -0.4395 -0.2719
C2 1.0566 0.0196 -0.3030
N2 1.5701 0.9240 0.4651
N3 2.1264 1.6856 1.0977
O1 -0.2652 -1.5687 -0.8901
H1 -2.2733 -0.4443 0.0691
H2 -1.4774 1.0189 0.5373
H3 0.9624 -1.2535 -0.9474

Computed properties:
Kohn-Sham gap = 0.3336 hartree
relative energy (zero: lowest compared OMol25 entry of this formula, charge and spin) = 349.1 kJ/mol
E_LUMO = 0.58 eV


(4)
The following is a quantum chemistry calculation of a structure of composition C2H3N3O in a non-equilibrium geometry, from the OMol25 dataset.

Element x y z (Å)
C1 -0.1385 -0.1271 -1.6700
C2 -0.4231 1.2065 -1.1925
N1 0.3962 2.1999 -1.1244
N2 1.4384 1.6480 -1.4874
N3 -0.4115 -1.1995 1.7515
O1 1.0918 0.1853 -1.8725
H1 -0.9809 -0.4185 1.8854
H2 -0.2624 -1.6545 2.6803
H3 -0.7100 -1.8401 1.0296

Computed properties:
Kohn-Sham gap (spin up / spin down) = 0.2583 / 0.2581 hartree
relative energy (zero: lowest compared OMol25 entry of this formula, charge and spin) = 847.5 kJ/mol
E_LUMO (spin up / spin down) = -2.81 / -2.81 eV


(5)
The following is a quantum chemistry calculation of the molecule C2H3N3O, from the OMol25 dataset.

Element x y z (Å)
O1 1.6129 -1.1937 -0.2550
C1 0.8395 1.0762 -0.3716
N1 -0.3280 1.6336 -0.0480
N2 -1.2071 0.6237 0.2422
C2 -0.6482 -0.5713 0.1199
N3 0.5949 -0.2870 -0.2458
H1 2.3707 -0.5764 -0.3118
H2 -2.1127 0.8293 0.6350
H3 -1.1220 -1.5343 0.2350

Computed properties:
Kohn-Sham gap = 0.3515 hartree
relative energy (zero: lowest compared OMol25 entry of this formula, charge and spin) = 399.0 kJ/mol
E_LUMO = 0.66 eV


(6)
The following is a quantum chemistry calculation of the molecule C2H3N3O, from the OMol25 dataset.

Element x y z (Å)
O1 2.2264 0.1157 0.1246
C1 0.8798 0.0426 0.0954
N1 0.1446 1.0296 0.5635
N2 -1.1024 0.5479 0.3786
C2 -1.0586 -0.6674 -0.1901
N3 0.1928 -1.0299 -0.3819
H1 2.5580 0.0874 -0.7832
H2 -1.8970 1.1154 0.6275
H3 -1.9436 -1.2413 -0.4346

Computed properties:
Kohn-Sham gap = 0.3915 hartree
relative energy (zero: lowest compared OMol25 entry of this formula, charge and spin) = 44.3 kJ/mol
structure (SMILES) = Oc1nc[nH]n1
E_LUMO = 0.87 eV


(7)
The following is a quantum chemistry calculation of a structure of composition C2H3N3O2 in a non-equilibrium geometry, from the OMol25 dataset.

Element x y z (Å)
C1 1.1260 -0.4110 -0.0299
C2 -1.1099 -0.2677 -0.0452
H1 2.9742 0.3094 0.6115
H2 -2.5092 -1.4558 0.1552
H3 -0.9152 2.0992 -0.0526
N1 0.0698 -1.2302 -0.2864
N2 -2.4123 -0.4135 0.0672
N3 -0.4611 1.0600 -0.3336
O1 2.4026 -0.5761 -0.1031
O2 0.8350 0.8858 0.0169

Computed properties:
Kohn-Sham gap = 0.3051 hartree
relative energy (zero: lowest compared OMol25 entry of this formula, charge and spin) = 509.1 kJ/mol
E_LUMO = -0.76 eV


(8)
The following is a quantum chemistry calculation of the molecule C2H3N3O2, from the OMol25 dataset.

Element x y z (Å)
N1 0.3000 -1.7147 0.5844
C1 0.0153 -0.3575 0.3718
N2 -0.2480 0.5281 1.2705
O1 -0.4127 1.7309 0.5668
C2 -0.2331 1.5350 -0.7753
O2 -0.3059 2.3849 -1.6191
N3 0.0352 0.1847 -0.8854
H1 1.1027 -1.7958 1.2016
H2 -0.4798 -2.1899 1.0293
H3 0.2262 -0.3058 -1.7447

Computed properties:
Kohn-Sham gap = 0.3830 hartree
relative energy (zero: lowest compared OMol25 entry of this formula, charge and spin) = 110.7 kJ/mol
structure (SMILES) = Nc1noc(=O)[nH]1
E_LUMO = 0.53 eV


(9)
The following is a quantum chemistry calculation of a cluster of 2 separate species, C2H3N3O2 in total in a non-equilibrium geometry, from the OMol25 dataset.

Element x y z (Å)
N1 1.3592 0.9571 0.8351
C1 0.4001 0.3396 0.0868
N2 -0.6417 1.3403 -0.3366
O1 -1.5669 0.8327 -0.8939
C2 -1.9640 -1.6929 -1.1278
O2 -2.4567 -1.9509 -0.1313
N3 0.2638 -0.8599 -0.2751
H1 2.2760 0.5386 0.8501
H2 1.3263 1.9632 0.9067
H3 0.9613 -1.5083 0.0744

Computed properties:
Kohn-Sham gap = 0.3148 hartree
relative energy (zero: lowest compared OMol25 entry of this formula, charge and spin) = 364.6 kJ/mol
E_LUMO = -0.91 eV


(10)
The following is a quantum chemistry calculation of the molecule C2H3N3O2 in a non-equilibrium geometry, from the OMol25 dataset.

Element x y z (Å)
N1 -1.8480 -0.0937 -0.0889
C1 -0.5218 -0.0645 0.1648
N2 -0.0696 -1.2830 0.0564
O1 1.2787 -1.1749 -0.2601
C2 1.6495 0.1163 -0.1385
O2 2.7545 0.5356 -0.3184
N3 0.4928 0.8363 0.2200
H1 -1.6895 -1.1863 -0.2603
H2 -2.5065 0.4722 0.4533
H3 0.4599 1.8419 0.1717

Computed properties:
Kohn-Sham gap = 0.3566 hartree
relative energy (zero: lowest compared OMol25 entry of this formula, charge and spin) = 241.2 kJ/mol
structure (SMILES) = Nc1noc(=O)[nH]1
E_LUMO = 0.46 eV


(11)
The following is a quantum chemistry calculation of a cluster of 2 separate species, C2H3N3O2 in total in a non-equilibrium geometry, from the OMol25 dataset.

Element x y z (Å)
C1 -0.3647 1.5156 0.1264
C2 0.0836 0.1880 0.0220
N1 -0.7779 2.5695 0.0724
N2 1.1891 -0.1192 0.6799
N3 -0.9110 -0.9525 -0.1265
O1 -0.5631 -2.0711 0.1171
O2 -2.0473 -0.5544 -0.3970
H1 -0.0929 -0.0790 -1.8001
H2 1.8975 0.5923 0.7859
H3 1.5867 -1.0891 0.5198

Computed properties:
Kohn-Sham gap (spin up / spin down) = 0.3110 / 0.3111 hartree
relative energy (zero: lowest compared OMol25 entry of this formula, charge and spin) = 701.3 kJ/mol
E_LUMO (spin up / spin down) = -1.20 / -1.21 eV


(12)
The following is a quantum chemistry calculation of a cluster of 2 separate species, C2H3N3O2 in total in a non-equilibrium geometry, from the OMol25 dataset.

Element x y z (Å)
N1 1.2013 -0.3608 1.3909
C1 0.3701 -0.0826 0.3520
N2 1.1559 0.5514 -0.7483
O1 0.4887 1.1826 -1.5135
C2 -1.7022 0.2038 -2.0919
O2 -2.5005 0.9651 -1.8069
N3 -0.8578 -0.3186 0.1743
H1 0.9282 -1.0579 2.0642
H2 2.1870 -0.1947 1.2623
H3 -1.3003 -0.8707 0.9026

Computed properties:
Kohn-Sham gap (spin up / spin down) = 0.3157 / 0.3157 hartree
relative energy (zero: lowest compared OMol25 entry of this formula, charge and spin) = 367.5 kJ/mol
E_LUMO (spin up / spin down) = -0.87 / -0.87 eV


(13)
The following is a quantum chemistry calculation of the molecule C2H3N3O2 in a non-equilibrium geometry, from the OMol25 dataset.

Element x y z (Å)
C1 -0.7698 -0.4041 0.3580
C2 0.8482 0.9851 -0.4577
H1 -1.8549 -1.8679 0.7617
H2 -1.0632 1.7119 0.2157
H3 2.0881 -0.7689 -0.6193
N1 -1.8839 -0.8940 0.6777
N2 -0.4236 0.8913 0.0445
N3 1.3487 -0.3310 -0.0984
O1 1.3720 1.8676 -1.0815
O2 0.3384 -1.1900 0.1993

Computed properties:
Kohn-Sham gap = 0.3723 hartree
relative energy (zero: lowest compared OMol25 entry of this formula, charge and spin) = 175.9 kJ/mol
structure (SMILES) = [H]/N=c1/[nH]c(=O)[nH]o1
E_LUMO = 0.64 eV


(14)
The following is a quantum chemistry calculation of the molecule C2H3N3O3 in a non-equilibrium geometry, from the OMol25 dataset.

Element x y z (Å)
C1 -1.2795 -0.2689 0.2940
C2 0.3611 -0.2320 -1.1941
H1 1.9011 0.2674 1.3173
H2 2.0748 1.8413 0.4277
H3 -2.7812 -1.3517 0.3276
N1 1.9097 0.7501 0.3033
N2 0.5646 0.5336 -0.1357
N3 -0.3271 0.2719 0.9277
O1 -2.3973 -0.6185 0.8523
O2 -1.0784 -0.6125 -1.0079
O3 1.0522 -0.5807 -2.1123

Computed properties:
Kohn-Sham gap = 0.3626 hartree
relative energy (zero: lowest compared OMol25 entry of this formula, charge and spin) = 50.2 kJ/mol
structure (SMILES) = Nn1nc(O)oc1=O
E_LUMO = 0.39 eV


(15)
The following is a quantum chemistry calculation of a structure of composition C2H3N3O3 in a non-equilibrium geometry, from the OMol25 dataset.

Element x y z (Å)
C1 0.8263 0.0289 -0.0280
C2 -1.0894 0.7398 -0.0093
H1 2.7208 1.0016 0.3708
H2 2.8124 -0.6659 0.9553
H3 -2.6178 -0.6864 -0.9349
N1 2.1765 0.0052 -0.3269
N2 0.2173 1.0641 -0.2415
N3 -1.0766 -0.5861 0.4665
O1 -1.9550 1.5627 0.0383
O2 -2.1262 -1.2521 -0.2549
O3 0.1117 -1.2120 -0.0355

Computed properties:
Kohn-Sham gap = 0.3461 hartree
relative energy (zero: lowest compared OMol25 entry of this formula, charge and spin) = 629.4 kJ/mol
E_LUMO = -1.13 eV


(16)
The following is a quantum chemistry calculation of the molecule C2H3N3O3 in a non-equilibrium geometry, from the OMol25 dataset.

Element x y z (Å)
C1 -1.2329 -0.0743 -0.0500
C2 -0.0229 0.6849 -0.1250
H1 1.8515 0.3075 0.9133
H2 0.7694 -1.2442 1.2391
H3 1.0425 2.2241 0.2193
N1 1.0249 -0.2494 -0.6080
N2 0.6627 -1.4336 0.2528
N3 0.0117 1.8858 0.3395
O1 2.2550 0.1967 -0.1169
O2 -0.8488 -1.3451 0.1076
O3 -2.4092 0.3520 -0.1422

Computed properties:
Kohn-Sham gap = 0.3739 hartree
relative energy (zero: lowest compared OMol25 entry of this formula, charge and spin) = 442.5 kJ/mol
structure (SMILES) = [H]/N=c1/c(=O)o[nH]n1O
E_LUMO = -0.69 eV


(17)
The following is a quantum chemistry calculation of the molecule C2H3N3O3 in a non-equilibrium geometry, from the OMol25 dataset.

Element x y z (Å)
C1 -0.0957 -0.1132 -0.4224
C2 1.2117 0.1049 1.2971
H1 0.4607 0.5312 -3.2811
H2 2.1730 0.0452 1.7595
H3 -2.6702 -0.1301 1.0747
N1 -0.3972 -0.1145 -1.6798
N2 0.1239 -0.2644 1.7761
N3 -0.8318 -0.5143 0.7710
O1 0.8080 0.0507 -2.4222
O2 1.2309 0.2231 -0.0412
O3 -1.9044 0.4582 1.1044

Computed properties:
Kohn-Sham gap = 0.3624 hartree
relative energy (zero: lowest compared OMol25 entry of this formula, charge and spin) = 383.2 kJ/mol
structure (SMILES) = O/N=c1\ocnn1O
E_LUMO = 0.45 eV


(18)
The following is a quantum chemistry calculation of a structure of composition C2H3N3O3 in a non-equilibrium geometry, from the OMol25 dataset.

Element x y z (Å)
C1 -1.0089 -0.7641 -0.0142
C2 0.5321 0.1999 0.8803
H1 -2.2423 -0.8166 -1.6364
H2 2.0122 1.2535 -0.1301
H3 -1.8036 1.0039 -0.9569
N1 -0.3531 -0.9218 1.1042
N2 0.1625 1.0665 -0.1355
N3 -0.8078 0.3428 -0.9910
O1 -1.5385 -1.9001 -0.8284
O2 1.5801 0.2763 1.5431
O3 1.4438 1.4403 -1.0044

Computed properties:
Kohn-Sham gap = 0.3285 hartree
relative energy (zero: lowest compared OMol25 entry of this formula, charge and spin) = 623.6 kJ/mol
E_LUMO = -1.75 eV


(19)
The following is a quantum chemistry calculation of the molecule C2H3N3O3 in a non-equilibrium geometry, from the OMol25 dataset.

Element x y z (Å)
C1 1.3077 0.1330 -0.1708
C2 0.1005 -0.6830 -0.1262
H1 2.0641 -1.3922 0.4269
H2 -0.8078 2.3254 -0.3441
H3 -2.7556 -0.8695 -0.2990
N1 0.9813 1.3573 0.1212
N2 -0.2802 1.4205 0.0909
N3 -0.8935 0.1936 -0.3098
O1 2.4987 -0.4258 0.2163
O2 -2.1289 -0.1947 0.4234
O3 -0.0863 -1.8646 -0.0287

Computed properties:
Kohn-Sham gap = 0.3265 hartree
relative energy (zero: lowest compared OMol25 entry of this formula, charge and spin) = 385.0 kJ/mol
structure (SMILES) = O=c1c(O)n[nH]n1O
E_LUMO = -0.12 eV


(20)
The following is a quantum chemistry calculation of the molecule C2H3N3OS in a non-equilibrium geometry, from the OMol25 dataset.

Element x y z (Å)
C1 -1.5436 1.0131 0.4236
C2 -0.9107 -0.3188 0.3771
H1 2.5130 -0.9242 0.1453
H2 -2.6366 1.1066 0.6170
H3 -0.7490 -2.1656 0.4985
N1 0.4765 -0.0083 0.2771
N2 -0.7274 1.9427 0.1213
N3 -1.4712 -1.4639 0.4746
O1 0.5183 1.3878 -0.1252
S1 1.4692 -1.0362 -0.6984

Computed properties:
Kohn-Sham gap = 0.3480 hartree
relative energy (zero: lowest compared OMol25 entry of this formula, charge and spin) = 321.2 kJ/mol
structure (SMILES) = [H]/N=c1/cnon1S
E_LUMO = 0.07 eV